C11H32AgN4O4 as an isolated structure, computed with ωB97M-V with the def2-TZVPD basis set.

* ΔE to the lowest compared entry with this formula, charge and spin: 0.0 kJ/mol
* electronic energy: -30070.9973 eV
* orbital gap: 9.627 eV
* charge: +1

```
52
Properties=species:S:1:pos:R:3:forces:R:3
Ag -0.216 -0.231 0.077 -0.144 -0.539 -0.213
C 0.177 2.888 2.420 0.291 -0.164 -0.066
C -0.755 1.711 2.609 -0.140 0.634 0.314
O -0.080 0.463 2.441 -0.072 0.033 -0.084
H 0.665 2.843 1.443 -0.105 0.010 -0.026
H 0.970 2.886 3.170 -0.071 0.043 0.048
H -0.383 3.820 2.500 0.026 0.049 -0.002
H -1.573 1.789 1.890 0.005 -0.323 -0.098
H -1.208 1.761 3.603 -0.004 -0.091 -0.029
H 0.028 0.054 3.304 0.048 -0.153 -0.092
C -1.163 -2.921 2.208 -0.178 -0.198 0.513
O -1.508 -2.303 1.220 0.090 0.297 -0.374
N -1.724 -2.696 3.440 0.294 -0.031 0.114
N -0.150 -3.852 2.189 -0.141 0.057 0.287
H -2.383 -1.946 3.532 -0.175 -0.048 -0.238
H -1.708 -3.376 4.181 0.133 0.019 -0.063
H -0.042 -4.454 2.989 0.092 -0.028 -0.110
H 0.066 -4.256 1.296 -0.090 -0.033 -0.094
C 4.194 -1.267 0.677 -0.041 0.022 0.153
C 2.841 -0.639 0.346 0.220 -0.465 0.146
C 2.993 0.544 -0.579 0.286 -0.067 -0.315
O 1.761 1.217 -0.642 -0.448 0.067 0.177
C 1.748 2.343 -1.484 0.428 0.416 -0.594
N 1.891 -1.608 -0.254 0.229 -0.244 0.277
H 4.755 -1.463 -0.239 0.140 0.043 0.074
H 4.079 -2.215 1.207 -0.184 -0.032 -0.120
H 4.772 -0.641 1.360 0.087 0.154 -0.286
H 2.381 -0.272 1.269 -0.053 -0.043 -0.021
H 3.286 0.201 -1.585 -0.051 -0.022 0.046
H 3.801 1.203 -0.236 -0.144 0.073 0.134
H 2.090 2.101 -2.500 -0.017 -0.158 0.128
H 2.412 3.132 -1.110 -0.082 -0.048 0.103
H 0.737 2.730 -1.575 -0.086 -0.137 0.254
H 2.285 -2.001 -1.109 -0.014 0.395 -0.142
H 1.865 -2.427 0.351 -0.265 0.206 0.178
C -2.316 -0.767 -3.988 -0.202 -0.144 -0.378
C -1.731 -0.310 -2.670 0.636 -0.214 0.014
C -2.566 0.732 -1.957 -0.358 -0.252 -0.208
O -1.716 1.526 -1.153 0.014 0.220 0.192
C -2.293 2.781 -0.812 0.038 -0.002 -0.392
N -1.404 -1.428 -1.752 -0.362 -0.115 -0.496
H -1.626 -1.459 -4.475 -0.031 -0.020 0.018
H -2.467 0.065 -4.677 0.003 0.033 0.073
H -3.273 -1.284 -3.881 -0.001 0.039 0.139
H -0.767 0.168 -2.884 -0.107 0.098 -0.008
H -3.337 0.269 -1.325 0.021 -0.070 -0.054
H -3.093 1.324 -2.715 0.172 0.263 0.117
H -2.337 3.421 -1.702 0.002 -0.022 0.057
H -1.647 3.253 -0.078 -0.025 -0.002 0.114
H -3.312 2.675 -0.432 0.057 -0.078 0.185
H -2.238 -2.014 -1.669 -0.024 0.297 0.514
H -0.780 -2.068 -2.240 0.302 0.275 0.134
```
Positions in Å, forces in eV/Å.

These are the natural (NBO) partial charges, in e, on atoms 1 to 2: atom 1 (Ag): 0.875, atom 2 (C): -0.636



C9H9CoO6 as an isolated structure, computed with ωB97M-V with the def2-TZVPD basis set.

* ΔE to the lowest compared entry with this formula, charge and spin: 0.0 kJ/mol
* spin multiplicity: 4
* electronic energy: -59377.2040 eV
* orbital gap (alpha / beta): 6.873 / 6.353 eV
* charge: +1

```
25
Properties=species:S:1:pos:R:3:forces:R:3
O -0.696 4.496 -0.704 1.152 -1.232 0.836
C 0.001 3.744 -0.210 -1.354 1.664 -1.157
Co -0.644 -1.156 -1.083 3.524 1.315 -5.432
O -1.476 0.800 0.777 1.891 -1.396 -3.057
C -0.968 0.250 -0.107 -2.808 4.234 5.021
C -0.085 -2.093 0.263 2.178 -5.318 8.170
O 0.030 -2.688 1.270 -0.626 2.695 -4.655
C 2.285 -0.839 -1.161 1.201 -1.475 -1.148
O 3.356 -1.224 -1.249 -1.975 0.890 0.281
C -2.308 -1.852 -0.843 -2.113 -2.430 1.988
O -2.946 -2.511 -0.086 0.143 1.755 -2.415
H -2.388 -1.115 -1.778 -1.753 -0.823 0.512
C 3.883 1.676 1.971 0.170 -0.849 -0.126
C 2.567 2.380 2.235 -0.545 0.183 -0.701
C 1.517 1.510 1.517 -0.749 -0.004 0.812
O 2.171 0.632 0.592 1.065 0.629 0.514
C 3.612 0.692 0.825 0.476 -0.293 -0.162
H 4.708 2.330 1.703 -0.081 0.161 0.133
H 4.182 1.089 2.835 0.098 0.123 0.170
H 2.555 3.358 1.755 0.078 0.148 0.244
H 2.343 2.479 3.302 0.037 0.101 -0.316
H 0.981 0.903 2.270 0.133 0.014 -0.276
H 0.774 2.115 0.965 0.703 -0.507 0.496
H 4.145 0.984 -0.103 -0.563 -0.030 0.372
H 3.975 -0.321 1.083 -0.281 0.445 -0.102
```
Positions in Å, forces in eV/Å.

These are the natural (NBO) partial charges, in e, on atoms 1 to 2: atom 1 (O): -0.463, atom 2 (C): 0.488



C20H18BBrF9IrN7O2P as an isolated structure, computed with ωB97M-V with the def2-TZVPD basis set.

* ΔE to the lowest compared entry with this formula, charge and spin: 23.8 kJ/mol
* spin multiplicity: 2
* electronic energy: -142863.6888 eV
* orbital gap (alpha / beta): 8.650 / 6.498 eV
* charge: +1

```
60
Properties=species:S:1:pos:R:3:forces:R:3
Ir 0.970 0.089 0.680 0.813 0.990 -0.253
C -4.066 -0.274 -1.626 -0.030 -0.054 0.014
N -3.008 0.326 -0.826 0.025 0.067 -0.014
C -3.206 1.067 0.305 -0.049 -0.024 0.021
C -1.981 1.289 0.846 0.113 0.143 -0.061
N -1.036 0.704 0.043 -0.108 -0.485 0.582
C -1.691 0.106 -0.943 0.143 -0.015 -0.041
P -0.866 -0.970 -2.147 -0.043 -0.105 0.063
C 0.620 0.069 -2.306 0.059 -0.191 0.014
N 1.399 0.483 -1.307 -0.244 0.050 -0.191
C 2.437 1.184 -1.858 0.018 -0.033 -0.049
C 2.279 1.190 -3.207 0.019 -0.022 0.009
N 1.135 0.489 -3.475 -0.027 0.020 -0.023
C 0.579 0.249 -4.805 0.024 -0.015 0.017
C -0.179 -2.134 -0.930 0.079 0.062 -0.122
N 0.620 -1.825 0.097 -0.274 -0.133 0.363
C 0.731 -2.940 0.884 0.108 0.035 -0.029
C 0.028 -3.941 0.297 -0.084 0.023 -0.052
N -0.529 -3.425 -0.839 0.099 -0.091 -0.017
C -1.481 -4.136 -1.683 -0.043 0.013 0.041
H -4.936 0.376 -1.600 0.002 0.001 -0.009
H -4.319 -1.246 -1.205 -0.004 -0.006 0.008
H -3.735 -0.382 -2.656 0.002 -0.006 0.006
H -4.189 1.333 0.648 -0.003 0.004 0.003
H -1.736 1.802 1.760 -0.014 -0.033 0.022
H 3.216 1.627 -1.270 -0.012 0.018 0.005
H 2.881 1.624 -3.986 -0.006 0.010 0.001
H 1.240 0.709 -5.533 -0.005 -0.003 -0.007
H -0.409 0.695 -4.887 -0.001 -0.001 -0.006
H 0.521 -0.819 -5.002 -0.003 0.000 -0.003
H 1.274 -2.942 1.810 -0.016 0.035 0.017
H -0.151 -4.952 0.614 0.006 -0.005 -0.008
H -1.219 -5.190 -1.688 -0.001 -0.001 -0.011
H -1.434 -3.754 -2.700 0.006 0.001 -0.003
H -2.483 -4.006 -1.276 0.008 0.006 0.016
Br 0.485 3.516 -0.970 -0.032 -0.075 -0.009
C 0.519 3.264 0.892 0.148 0.037 -0.050
C 0.121 4.372 1.628 0.031 0.042 0.064
C 0.104 4.310 3.007 -0.022 0.008 -0.070
C 0.494 3.128 3.608 0.089 -0.039 0.030
C 0.868 2.074 2.807 -0.036 0.005 0.051
N 0.901 2.109 1.454 -0.232 0.110 0.105
C 1.200 0.765 3.448 0.154 -0.095 0.041
O 1.352 0.634 4.625 -0.056 0.077 -0.039
O 1.307 -0.236 2.584 -0.571 -0.489 -0.314
H -0.171 5.267 1.101 -0.002 -0.002 -0.005
H -0.222 5.160 3.590 0.031 0.006 0.008
H 0.512 2.977 4.678 -0.024 0.000 -0.002
F 3.418 -0.972 -0.466 0.018 -0.018 0.005
C 2.996 -0.558 0.755 0.231 0.154 0.052
F 3.110 -1.633 1.555 -0.077 -0.010 -0.008
C 4.077 0.469 1.271 0.055 -0.082 -0.129
F 5.030 -0.154 1.941 0.006 0.016 -0.012
F 3.553 1.412 2.061 -0.026 -0.025 0.078
F 4.647 1.104 0.234 -0.051 0.027 0.021
F -2.134 -3.111 2.666 -0.013 -0.075 0.024
B -2.344 -1.912 2.025 0.301 0.089 -0.006
F -1.122 -1.130 2.084 -0.423 -0.091 0.101
F -3.379 -1.168 2.557 -0.041 0.052 -0.051
F -2.597 -2.160 0.633 -0.014 0.119 -0.186
```
Positions in Å, forces in eV/Å.

These are the natural (NBO) partial charges, in e, on atoms 1 to 2: atom 1 (Ir): 1.336, atom 2 (C): -0.411



A 2-piece molecular cluster, CH6O overall, computed with ωB97M-V with the def2-TZVPD basis set.

* ΔE to the lowest compared entry with this formula, charge and spin: 1.2 kJ/mol
* electronic energy: -3181.6627 eV
* SMILES string: C.O
* orbital gap: 12.542 eV

```
8
Properties=species:S:1:pos:R:3:forces:R:3
C 0.000 0.000 0.000 -0.010 -0.015 -0.024
H -0.398 -0.033 -1.025 0.151 0.035 0.370
H -0.753 0.437 0.672 0.276 -0.159 -0.240
H 0.241 -1.020 0.333 -0.085 0.371 -0.110
H 0.911 0.617 0.020 -0.335 -0.224 -0.009
O -1.477 1.359 -3.969 -0.651 0.857 -0.586
H -1.133 2.120 -4.490 -0.409 -0.812 0.557
H -2.456 1.440 -4.029 1.063 -0.053 0.041
```
Positions in Å, forces in eV/Å.

These are the natural (NBO) partial charges, in e, on atoms 1 to 2: atom 1 (C): -0.854, atom 2 (H): 0.222